Computed, not measured: a structure of composition C33H72Br4CsF3N3NaO17P2S2 at a distorted geometry, with ωB97M-V/def2-TZVPD.

**E_LUMO**: -2.744 eV
**HOMO-LUMO gap**: 4.001 eV
**E_tot**: -408191.9334 eV
**HOMO**: -6.75 eV

ORCA input file:
```
! RIJCOSX wB97M-V def2-TZVPD def2/J DEFGRID3
* xyz 0 1
C 0.99222 -3.58042 5.03396
C 0.17645 -2.86784 6.17009
O -0.72512 -1.96313 5.51582
C -0.40419 -0.61062 5.77807
C -1.31772 0.29818 4.92902
P -0.54061 1.10005 3.43551
Br 0.73091 -0.80561 2.89990
C -1.46228 0.82063 1.80552
C -2.99749 0.78460 1.99380
O -3.47774 -0.42421 1.31929
C -4.82928 -0.56175 1.38946
C -5.47937 -1.06283 0.09378
O -5.46996 -0.35831 2.37769
C 0.94067 2.22960 3.39268
C 2.26903 1.70616 4.05620
P 3.59770 1.34813 2.84085
O 4.50895 0.37574 3.45062
O 4.29383 2.81477 2.59809
C 5.58532 2.71773 1.95010
C 6.61977 3.44018 2.88039
O 2.98035 0.90156 1.41401
C 3.91720 0.23993 0.54482
C 3.22183 -1.07574 0.08621
C -1.61957 2.68442 3.82332
S -1.64703 3.91169 2.45591
C -3.36709 4.41388 2.09354
C -3.39261 4.83359 0.59179
H 0.35881 -3.51196 4.14087
H 1.89402 -2.97338 4.87537
H 1.22630 -4.62483 5.26200
H -0.44178 -3.65196 6.63832
H 0.82747 -2.39100 6.91528
H -0.68057 -0.44293 6.84305
H 0.67337 -0.39832 5.71162
H -1.69909 1.08386 5.59888
H -2.19256 -0.30275 4.63223
H -1.11887 1.51131 1.02091
H -1.18549 -0.17243 1.43315
H -3.52482 1.61884 1.50533
H -3.28390 0.67189 3.04487
H -5.80895 -0.18929 -0.48302
H -6.25719 -1.80479 0.28423
H -4.68527 -1.55695 -0.49077
H 0.75350 3.22485 3.81720
H 1.16280 2.41990 2.32845
H 2.68672 2.54465 4.64201
H 2.15048 0.88027 4.75884
H 5.50293 3.31250 1.02625
H 5.92067 1.69403 1.76947
H 6.87259 4.43210 2.48510
H 6.16012 3.58918 3.86646
H 7.49482 2.78317 2.94791
H 4.85108 -0.05990 1.02838
H 4.04894 0.85984 -0.35390
H 2.12850 -1.00421 0.10520
H 3.52291 -1.89181 0.75638
H 3.53306 -1.34620 -0.95206
H -2.65048 2.41488 4.11552
H -1.21390 3.20348 4.71060
H -3.58261 5.31410 2.68680
H -4.04060 3.57793 2.31326
H -4.10288 5.65726 0.44966
H -2.39133 5.22120 0.33493
H -3.57710 3.96646 -0.05677
C 1.10720 4.04039 -2.38930
C 2.19193 3.83992 -1.34403
C 1.39847 3.26929 -0.18234
O 0.30229 2.53430 -0.75297
C 0.20733 2.83946 -2.14065
H 1.48402 4.08484 -3.41206
H 0.56326 4.96471 -2.18611
H 2.92113 3.10407 -1.69824
H 2.72821 4.75178 -1.08612
H 0.98102 4.06589 0.44398
H 1.99095 2.60894 0.44408
H 0.54938 1.95875 -2.70427
H -0.83787 3.03663 -2.40207
C -3.07623 0.46663 -2.12588
C -3.83656 -0.31649 -3.13445
O -4.85484 -0.92076 -2.96788
N -3.40904 -0.32683 -4.52884
C -2.85798 -1.65596 -4.92328
H -3.26805 0.05651 -1.13549
H -2.00183 0.40021 -2.32769
H -3.39464 1.51237 -2.16317
H -2.75237 0.42909 -4.72138
H -4.29727 -0.21626 -5.04695
H -1.99765 -1.88203 -4.27992
H -2.54447 -1.57994 -5.96169
H -3.64151 -2.40781 -4.82022
C 0.52377 -1.44538 -2.02159
O -0.27582 -1.84814 -3.04039
H 0.10274 -1.49159 -1.00060
H 1.48612 -2.00047 -1.88513
H 0.89240 -0.38404 -2.05527
Na 1.76131 -1.68905 -4.01372
C -3.27333 -5.79407 -5.94211
C -2.06728 -4.87306 -5.68022
O -2.07681 -3.85201 -6.60738
H -3.25737 -6.26045 -6.92844
H -3.33554 -6.60737 -5.20778
H -4.10820 -5.15048 -5.85839
H -1.17765 -5.53246 -5.64758
H -2.15671 -4.57184 -4.61118
Cs -4.48701 -1.74399 -6.46759
C -1.14433 7.41861 -3.49804
O -0.44813 6.93209 -2.62538
N -2.50222 7.24920 -3.53404
N -0.62951 8.17425 -4.51230
H -3.09437 7.64141 -4.24080
H -2.91385 6.70120 -2.80169
H 0.36315 8.31985 -4.51577
H -1.18398 8.58462 -5.23898
C 5.84315 -5.86290 -1.92953
O 6.15126 -6.51938 -3.16703
C 5.58071 -5.98179 -4.23595
O 4.85379 -5.01914 -4.24685
O 5.94816 -6.69262 -5.30419
C 5.40269 -6.22676 -6.53615
H 6.36641 -6.39616 -1.14162
H 6.19158 -4.83079 -1.94605
H 4.77469 -5.90445 -1.72726
H 5.73388 -5.20951 -6.74375
H 4.31473 -6.27944 -6.52017
H 5.77245 -6.88148 -7.32106
C -6.99578 4.90489 4.26176
Br -7.01095 3.00773 3.92271
Br -7.61613 5.90898 2.73379
Br -7.97473 5.35460 5.85975
H -5.96571 5.18921 4.42999
C 1.28617 -6.25420 2.31543
F 0.30311 -6.20843 3.23753
F 0.71200 -6.67926 1.17304
F 1.65668 -4.97474 2.09578
S 2.70249 -7.31847 2.83871
O 2.09934 -8.61946 3.01642
O 3.15859 -6.68810 4.05899
O 3.62328 -7.22232 1.72463
*
```